1.
Computed, not measured: one molecule with the formula C21H21N3O4, with wB97M-V/def2-TZVPD.

Element x y z (Å)
O 1.091927 4.121861 -0.351087
H -8.302031 -0.496176 1.458633
H 9.215043 -3.034176 -0.072832
H -9.940317 -0.991888 1.007699
C 1.526113 3.018337 -0.073965
N -2.735459 1.442632 0.122825
O 3.170052 1.275409 -0.000451
C -8.891295 -1.273620 0.978529
C 4.430737 0.741136 -0.068541
C 8.181130 -1.180595 -0.216976
H 7.176593 -4.351986 0.338427
C 7.095586 -3.283910 0.198233
H 4.977817 -3.247865 0.428834
C 5.874880 -2.673388 0.248891
H 3.547376 3.238741 0.565932
H -4.714778 -2.644168 -0.535433
N -0.627035 2.225279 0.519203
H 3.616544 -1.184759 0.290737
C -3.691410 -0.793278 -0.228481
C -4.810133 -1.579722 -0.392780
C 4.518817 -0.620173 0.112639
H -8.613131 -0.564415 -1.057839
H -9.034553 -2.283066 -0.922636
H -0.869718 3.162869 0.211350
C 6.813577 0.871254 -0.352736
C -6.093141 -1.028786 -0.383200
C -1.414994 1.120869 0.218502
H 9.072267 -0.596367 -0.398193
H -8.757188 -2.197451 1.535446
H -2.709501 -1.234415 -0.236125
H -2.981362 2.413998 0.250256
C -6.227100 0.343904 -0.205359
O -0.925667 0.014705 0.138992
H 7.706119 1.452845 -0.534267
C 8.259166 -2.532493 -0.036452
H -7.195088 0.819285 -0.196231
H 1.049203 1.070678 0.482044
C 5.596573 1.493731 -0.304609
C 3.000988 2.657512 -0.191169
C 5.759135 -1.277928 0.066587
O -7.112507 -1.911568 -0.576374
C -3.829003 0.580367 -0.046780
H 5.539976 2.561289 -0.449035
C 6.936099 -0.519281 -0.170871
H -5.225350 2.199559 0.096634
N 0.755869 2.040242 0.426418
H 3.344194 2.977395 -1.184564
C -5.103167 1.133825 -0.040750
C -8.451830 -1.476232 -0.469087

Atomic forces in eV per Å
0.0292 0.2390 -0.1095
-0.0069 0.0669 0.0792
0.0821 -0.0012 -0.0089
-0.1202 0.0447 0.0335
0.0434 -0.3419 0.1618
-0.0219 0.4182 -0.0206
0.0744 -0.1163 0.0012
0.2562 -0.0606 -0.3273
-0.0304 -0.5897 0.1028
0.1519 -0.2198 0.0138
-0.0372 -0.0769 0.0148
-0.3260 -0.0524 0.0445
-0.0773 -0.0762 0.0193
0.1181 -0.2350 0.0190
-0.0893 -0.0703 -0.1113
0.0254 -0.1326 -0.0151
0.3499 0.5492 0.0105
-0.1316 -0.0637 0.0222
0.0986 -0.0055 0.0093
-0.3763 0.1142 0.0135
-0.1819 0.4154 -0.0400
0.0279 -0.1103 -0.0084
0.0503 0.1761 0.0043
0.0208 -0.1969 -0.0144
-0.0943 0.0313 0.0053
0.2627 0.0168 0.0115
0.2318 0.4251 0.1420
0.0936 0.0374 -0.0157
-0.0169 -0.0697 0.0652
0.0306 -0.0300 -0.0098
0.1155 -0.1532 0.0176
-0.2490 -0.2156 -0.0625
0.0437 -0.3250 -0.0716
0.0642 0.0709 -0.0173
0.2461 0.2623 -0.0642
-0.1000 -0.0014 0.0111
-0.0092 0.2263 -0.0095
-0.0255 0.2230 -0.0301
0.0984 0.4192 -0.1141
0.2224 0.2875 -0.0647
0.2214 -0.1047 -0.0186
-0.2577 -0.1992 -0.0680
0.0019 0.0901 -0.0130
-0.2574 -0.0982 0.0423
-0.0167 0.1087 0.0132
-0.3765 -0.6690 0.0211
-0.0891 -0.0381 0.1487
0.3079 -0.0693 0.0136
-0.3771 0.1005 0.1733

Properties
**SMILES**: CCOc1ccc(NC(=O)NNC(=O)COc2ccc3ccccc3c2)cc1
**Kohn-Sham gap**: 8.43 eV
**Relative energy (zero: lowest compared OMol25 entry of this formula, charge and spin)**: 230.8 kJ/mol

Results of the Löwdin charge analysis, in e, for atoms 1 through 6: 0.056 0.066 0.100 0.076 -0.456 0.132

2.
Computed, not measured: one molecule with the formula C21H21N3O5 at a distorted geometry, with wB97M-V/def2-TZVPD.

Element x y z (Å)
C 1.826332 -1.934587 6.746040
N -1.627460 -1.557329 3.715443
O 2.668103 -3.022161 7.086621
H 1.562996 -1.281807 7.581132
C -0.654421 -3.674913 4.579582
H 1.229764 4.806344 -9.358688
C -0.203485 3.490429 -6.546320
C -0.210378 0.433492 0.774657
C -2.245097 -0.594726 1.167772
H 2.637530 -3.703016 6.401009
C -0.967117 -0.273520 1.800576
O 1.190953 -4.876903 5.572590
O -2.290209 -0.059162 -0.101903
H 0.271052 -0.575524 3.513054
C -0.673655 -0.760562 3.048245
H -2.771357 0.919546 -2.312886
C 2.180361 3.075302 -8.560451
H -0.607098 -3.843496 3.483928
C -0.140168 3.997152 -7.914546
H 0.721773 -5.193909 6.367192
H 1.403867 -3.174046 4.383457
H 3.185684 3.420803 -8.893954
C 0.490314 1.667081 -1.969322
H -0.634281 3.267705 -8.581481
N -1.660386 1.854849 -3.785661
O -0.414295 -1.644405 5.771453
C -1.775875 1.256098 -2.596327
H 1.735271 2.380162 -9.279091
C 0.650761 2.280130 -3.231111
H 1.328278 1.669875 -1.293497
C -0.294081 2.960999 -5.443246
H 1.719154 5.071076 -7.741602
H -0.729587 4.893986 -7.964928
H 2.268719 2.551964 -7.591375
C 0.727380 -3.587700 5.160037
H -2.236187 -2.502380 5.458881
N -3.106636 -1.406249 1.755293
C 1.301880 4.334175 -8.396590
H 0.101793 -3.061564 7.181790
C -1.038361 0.522019 -0.343374
C -0.737030 1.130204 -1.654267
C -2.813503 -1.853096 3.047558
H 0.799647 0.799771 0.800484
C -0.442949 2.371546 -4.128630
C 0.524443 -2.579362 6.300562
H 2.283573 -1.341964 5.963548
H 1.617607 2.760141 -3.513004
O -3.611298 -2.567999 3.616435
H -1.233421 -4.493391 5.032024
C -1.308899 -2.351076 4.892895

Atomic forces in eV per Å
-0.7911 -0.7223 -0.3881
1.9976 2.0393 -1.8083
0.4548 0.5527 0.9211
0.7151 -0.2255 0.2796
-0.5792 -0.6235 -1.3834
-0.1934 0.3098 -0.5603
-0.1514 -1.4181 2.1471
-1.7115 -0.0233 -1.5377
0.5786 -1.3340 2.0405
-0.1034 0.1174 0.0636
0.0383 0.1271 -0.4965
0.5095 0.2044 -0.0645
0.0009 -0.5793 0.7959
0.2564 -0.0727 0.4421
-1.5372 -0.7423 -0.4136
0.1544 -0.0822 -0.2447
0.3111 0.8184 0.6323
-0.2386 -0.0706 0.6378
0.5952 -0.1907 -0.2434
0.1078 0.4840 -0.5081
0.0820 -0.4210 0.6676
-0.5991 -0.6152 0.1521
0.3936 0.8279 -1.5763
0.3141 0.2013 0.1915
0.8173 0.0794 0.1903
0.2203 0.0817 -0.7018
0.2007 0.5844 -0.3136
0.1855 0.1700 -0.0005
0.1265 0.3713 0.0368
0.0818 -0.1436 0.1798
0.0180 1.0201 -1.5640
0.4455 0.2446 0.5792
-0.4082 0.5182 -0.0310
0.1094 0.1691 -0.4313
-0.4812 -0.4968 0.5407
0.0587 0.1470 -0.5475
1.1208 1.9633 -1.5263
-0.8037 -1.4312 -0.1999
-0.1686 -0.3628 0.0981
1.8250 -0.0453 2.0604
-1.4942 -0.3964 0.3594
-1.3623 -0.6372 -0.1860
0.0507 0.0323 0.1526
-0.0511 -0.8239 0.9007
0.2816 0.4167 -0.7754
-0.0380 0.3238 -0.3558
-0.9186 -0.5813 0.2843
-0.2316 -0.3710 0.2184
0.2958 0.1945 -0.1472
-0.4846 0.4118 1.4333

Properties
**SMILES**: CCCC#Cc1ccc(-c2cc3cn([C@H]4C[C@H](O)[C@@H](CO)O4)c(=O)nc3o2)cn1
**Kohn-Sham gap**: 7.35 eV
**Relative energy (zero: lowest compared OMol25 entry of this formula, charge and spin)**: 497.0 kJ/mol

Results of the Löwdin charge analysis, in e, for atoms 1 through 6: -0.184 0.071 -0.048 0.133 -0.046 0.091

3.
Computed, not measured: one molecule with the formula C21H21N3O5S2 at a distorted geometry, with wB97M-V/def2-TZVPD.

Element x y z (Å)
C -4.051110 -0.654650 0.124095
C -2.056908 1.427268 -1.257514
O -3.075085 2.718312 0.237951
H 5.441465 -1.330460 -1.233036
C 5.745905 1.815148 2.062774
N 4.687581 -0.739918 -0.921894
O 4.229206 1.741276 -0.602463
C -2.119672 1.787800 0.060593
H 5.829844 1.743479 3.145212
H -6.382183 0.545409 -1.981975
H 2.534897 0.445548 -0.046238
O 6.524762 0.899723 -0.890949
H 2.169350 -4.464906 -0.238763
C 1.173304 -2.648881 0.277243
H 4.247266 -3.350235 -0.947159
C -3.627816 2.958137 -0.959395
H 0.436141 1.534472 0.005558
N -1.822165 -0.062894 1.613869
H 6.088550 -0.281729 1.607486
H 4.366481 0.153285 1.799298
S 5.214884 0.738651 -0.340448
O -4.055164 0.704035 2.391804
C -3.042122 2.194399 -1.921371
S -3.450829 -0.447370 1.796191
H 6.703530 2.125088 1.651461
C 3.519293 -1.379229 -0.520153
H -2.615684 -2.166210 -0.293276
C 5.340497 0.490630 1.456720
H 5.005521 2.570644 1.811486
C 3.414021 -2.767040 -0.583495
C -3.434714 -1.585884 -0.688501
C 0.144033 -0.474026 0.808753
C -5.556845 -0.047573 -1.618676
H 0.260210 -3.120927 0.600076
H -4.410809 3.688580 -1.001215
C -4.942217 -0.969775 -2.450195
H -3.412412 -2.457709 -2.642085
H -5.291065 -1.092550 -3.464772
H -5.553622 0.824115 0.360820
O -3.512477 -1.699301 2.479071
H 0.776848 1.363363 1.737204
C 2.241256 -3.388925 -0.186814
H -3.274623 2.176117 -2.965806
C 2.443690 -0.627059 -0.063065
H -1.537114 1.956563 2.092050
C -1.358177 1.292556 1.244626
C -3.884213 -1.739140 -1.989195
C -5.107569 0.114550 -0.317762
H -1.396821 0.707472 -1.697497
N -0.957437 -1.005791 1.197351
C 1.265505 -1.254616 0.337914
C 0.124821 1.040166 0.924119

Atomic forces in eV per Å
0.0417 0.1313 0.6511
0.1294 0.2606 0.6269
-0.0454 0.1620 0.5380
0.1897 0.0678 -0.0190
0.0249 0.1640 0.0074
0.6099 0.6992 -0.0392
-0.2513 -0.0568 0.1570
0.5812 -0.3018 -0.7493
-0.0010 -0.0386 0.0171
-0.0712 0.0614 -0.0239
-0.1321 0.1168 0.0082
0.2114 -0.1821 0.0695
-0.0062 -0.0871 -0.0015
-0.0284 0.1770 0.0186
0.1034 -0.0830 -0.0245
-0.0396 -0.0788 -0.8892
0.0026 0.0510 0.0328
-0.6161 0.4411 0.7317
0.0179 -0.1497 -0.0495
-0.0965 -0.1067 0.0123
0.1587 -0.7243 0.1873
0.1740 0.2020 -0.3642
-0.2293 0.3626 0.2885
0.2096 -0.3262 0.0700
0.0870 0.0950 0.0744
-0.6210 -0.2191 0.2572
0.0832 -0.1416 -0.0581
-0.0587 0.2680 -0.8052
-0.0136 0.1137 0.0925
0.1310 0.2577 -0.0446
0.0702 -0.2437 -0.1330
-0.9266 0.7088 0.3176
-0.0013 -0.1158 0.0052
-0.0893 -0.1087 0.0290
-0.1027 0.1204 0.1081
-0.0996 0.0848 -0.0262
0.0469 -0.0704 -0.0430
-0.0333 -0.0123 -0.0897
-0.0901 0.1283 0.0136
0.1967 -0.0789 -0.3556
0.0347 0.0497 -0.0093
-0.0148 0.0509 -0.0158
-0.1280 0.0415 -0.2140
-0.4049 -0.1394 0.1010
0.1477 0.0087 -0.1356
-0.5532 0.5299 -0.0899
0.1076 -0.0085 0.1299
-0.0789 0.0772 0.1153
0.1806 -0.1836 -0.0418
0.7056 -0.9731 -0.4362
0.6060 -0.6547 -0.2060
-0.1185 -0.3462 0.2037

Properties
**SMILES**: CCS(=O)(=O)Nc1cccc(C2=NN(S(=O)(=O)c3ccccc3)[C@H](c3ccco3)C2)c1
**Kohn-Sham gap**: 8.52 eV
**Relative energy (zero: lowest compared OMol25 entry of this formula, charge and spin)**: 387.0 kJ/mol

Results of the Löwdin charge analysis, in e, for atoms 1 through 6: -0.277 -0.016 0.058 0.120 -0.124 -0.064

4.
Computed, not measured: C21H21N5PPt as an isolated structure at a distorted geometry, with wB97M-V/def2-TZVPD.

Element x y z (Å)
C -0.111411 2.814472 1.727495
C 1.614802 6.492772 0.712149
C -1.480912 1.260727 2.816828
H -3.018367 -2.482651 -0.044001
C -3.140307 -1.920912 -0.969917
H -4.184861 -1.976615 -1.281475
H -2.679806 -2.292916 3.674595
N 0.867014 0.261204 -1.407964
N 1.787153 2.485112 -1.187293
C 0.800932 6.497634 1.845170
H -0.452372 5.327775 3.169318
C -2.954017 0.557949 -2.334461
C -3.911545 0.468333 0.367713
H 1.881524 -2.228350 -3.429584
P -2.625864 -0.195195 -0.722312
C -2.253767 1.046112 3.971957
C 2.677612 0.986518 -2.772717
C -1.652582 -1.021416 2.320266
C -2.380281 -1.280427 3.446561
C 0.401737 4.187162 1.558974
C 1.203282 2.802238 -0.089000
Pt -0.575751 0.411179 0.076318
H -2.449930 1.903889 4.598357
H -3.308080 -0.365678 5.169263
H -2.247069 0.173360 -3.069363
H 2.086366 7.413924 0.396304
C 0.948532 -0.951517 -2.011706
H 0.649928 7.423596 2.383969
C 1.832498 5.326938 -0.015249
H -2.840544 1.640376 -2.275891
H -1.368760 -1.808465 1.636362
C -2.710952 -0.206328 4.281095
N -1.227813 0.226316 1.987262
C 1.865487 -1.245048 -2.982748
H -3.970663 0.321321 -2.651413
N -0.986685 2.523064 2.632676
H -3.704388 1.509499 0.615749
H -2.516419 -2.375788 -1.739547
H 2.460660 5.311498 -0.895520
C 1.734231 1.233113 -1.763396
H 3.476932 -0.422540 -4.159392
H 3.339635 1.799003 -3.033585
H -4.875153 0.403167 -0.138722
H -3.952366 -0.108192 1.292241
C 1.210675 4.181818 0.438028
N 0.471670 2.010993 0.775131
H 0.235553 -1.687937 -1.672409
C 2.747341 -0.238817 -3.381817
C 0.177605 5.336429 2.290000

Atomic forces in eV per Å
0.1017 -0.0175 0.1288
-0.0089 -0.0078 0.0189
0.4518 -0.0377 0.0967
-0.0107 -0.0135 -0.0174
-0.0368 0.0270 0.0032
0.0170 -0.0016 -0.0035
-0.0154 0.0094 -0.0114
-0.9047 -0.0307 -0.7595
-0.2645 -0.1742 -0.2215
0.0067 -0.0079 -0.0246
-0.0066 -0.0014 -0.0278
0.0125 0.0918 0.0180
0.0187 0.0812 0.0250
0.0085 0.0053 0.0223
0.3785 -0.8349 -0.3762
0.0392 0.0035 0.0578
0.0593 -0.0006 -0.0121
0.0840 0.0985 0.1696
0.0955 -0.0166 0.0636
-0.0293 -0.0263 0.0936
0.1660 0.0137 0.1046
0.8907 0.7399 0.9317
0.0056 -0.0013 -0.0148
0.0122 0.0001 -0.0034
0.0010 -0.0011 -0.0040
-0.0146 -0.0012 0.0012
0.0108 0.1168 -0.0795
0.0194 -0.0050 0.0009
0.0301 0.0228 0.0112
0.0232 -0.0100 0.0029
-0.0316 0.0223 -0.0309
-0.0266 -0.0129 0.0361
-1.2954 -0.1255 -0.1849
0.0118 0.0022 0.0072
0.0098 0.0117 -0.0253
-0.1471 0.0001 -0.1804
-0.0061 0.0020 -0.0363
-0.0034 -0.0216 0.0086
-0.0069 0.0021 0.0076
0.1820 0.0583 0.4106
-0.0049 0.0035 0.0117
-0.0103 -0.0088 0.0090
-0.0201 -0.0042 0.0298
-0.0216 0.0150 -0.0226
0.0697 -0.0493 -0.0655
0.1792 0.0544 -0.1547
-0.0469 0.0061 -0.0113
0.0226 0.0007 -0.0167
0.0050 0.0232 0.0137

Properties
**Net charge**: +1
**Kohn-Sham gap**: 7.44 eV

Results of the Löwdin charge analysis, in e, for atoms 1 through 6: -0.278 -0.050 -0.315 0.038 -0.245 0.059

no.,HOMO level (eV),total energy (eV)
1,-7.91,-34778.2847
2,-8.07,-36822.6107
3,-8.41,-58494.2282
4,-11.03,-42100.8630